{
  "formula": "C28H27FIN4O3V",
  "method": "ωB97M-V/def2-TZVPD",
  "species": ["V", "I", "C", "C", "C", "C", "C", "C", "C", "C", "C", "C", "H", "H", "H", "H", "H", "H", "C", "C", "N", "C", "C", "C", "O", "O", "C", "O", "C", "C", "C", "F", "C", "C", "C", "N", "C", "C", "N", "C", "C", "H", "H", "H", "H", "H", "H", "H", "H", "H", "H", "H", "H", "H", "H", "H", "H", "H", "H", "C", "C", "N", "H", "H", "H"],
  "xyz": [[0.15227, -0.96997, -3.76899], [2.98383, -0.98011, -4.00310], [2.97668, 1.09381, -4.35490], [4.14368, 1.78368, -4.46309], [4.07921, 3.17028, -4.72794], [2.87057, 3.78610, -4.87863], [1.65970, 3.05922, -4.77218], [0.39831, 3.68531, -4.95780], [-0.75570, 2.96635, -4.88122], [-0.71054, 1.57896, -4.59890], [0.48378, 0.92213, -4.38961], [1.69247, 1.67413, -4.49383], [5.10130, 1.29301, -4.35805], [4.99810, 3.73270, -4.81979], [2.82334, 4.84610, -5.09442], [0.37269, 4.74558, -5.17756], [-1.71101, 3.44785, -5.04231], [-1.65062, 1.04095, -4.56111], [-4.01959, 0.91512, 2.31733], [-3.75370, -0.54493, 1.99099], [-2.64954, -0.71102, 1.02693], [-2.94323, -0.87063, -0.26405], [-2.01973, -0.98465, -1.27673], [-2.59679, -1.15845, -2.66421], [-3.79499, -1.21240, -2.80304], [-1.73599, -1.20554, -3.64429], [-0.65093, -0.94073, -0.95367], [0.31079, -1.04427, -1.78295], [-0.31834, -0.76816, 0.45131], [1.02402, -0.72731, 0.84760], [1.34347, -0.58076, 2.16250], [2.63865, -0.60133, 2.52071], [0.36044, -0.43379, 3.16239], [-0.96394, -0.46205, 2.76746], [-1.31987, -0.64930, 1.42383], [0.66990, -0.26041, 4.52949], [0.13388, -1.20439, 5.49984], [-0.35336, -0.41453, 6.72010], [0.46363, 0.85287, 6.81156], [1.89670, 0.60043, 6.44270], [1.96985, 0.25719, 4.94686], [-4.83826, 0.98685, 3.03258], [-4.30835, 1.46099, 1.41961], [-3.14423, 1.40635, 2.74265], [-4.63031, -0.99902, 1.53472], [-3.52310, -1.13551, 2.87665], [-3.99234, -0.91585, -0.53174], [1.80416, -0.83884, 0.10706], [-1.72329, -0.31339, 3.52120], [0.89586, -1.93541, 5.79463], [-0.69526, -1.76307, 5.07439], [-0.21921, -0.96052, 7.65180], [-1.39395, -0.10926, 6.63093], [0.39490, 1.25253, 7.74781], [0.07725, 1.53458, 6.15665], [2.23154, -0.22019, 7.07422], [2.47851, 1.48585, 6.68638], [2.78820, -0.45378, 4.81193], [2.20004, 1.14683, 4.36213], [0.33068, -5.15317, -5.84492], [0.34126, -3.90030, -5.11715], [0.34672, -2.90951, -4.54425], [0.41419, -5.98024, -5.14136], [1.17009, -5.17584, -6.53830], [-0.60455, -5.23716, -6.39687]],
  "atomic_forces_ev_per_a": [[-0.44, -0.05, 0.71], [0.13, 0.17, 0.02], [-0.25, -0.12, 0.02], [-0.01, 0.08, -0.01], [0.01, -0.04, 0.01], [0.01, 0.00, -0.01], [-0.03, 0.08, -0.02], [0.02, -0.02, 0.00], [0.01, -0.01, 0.00], [-0.02, 0.12, -0.05], [0.05, -0.05, -0.09], [0.22, -0.11, 0.01], [0.01, 0.00, 0.00], [0.00, 0.00, 0.00], [-0.01, 0.00, 0.00], [0.01, 0.00, 0.00], [0.00, -0.01, 0.00], [0.01, 0.00, 0.01], [-0.01, -0.01, 0.00], [0.00, 0.00, -0.02], [0.06, 0.01, 0.02], [0.01, -0.01, -0.01], [-0.08, -0.05, 0.02], [0.07, 0.23, -0.10], [-0.01, -0.07, 0.04], [0.17, -0.07, 0.01], [0.00, 0.01, 0.06], [0.09, 0.02, -0.37], [-0.02, -0.02, -0.04], [0.01, 0.01, -0.03], [-0.05, 0.00, 0.06], [0.02, 0.00, -0.02], [0.06, -0.02, -0.04], [0.03, 0.00, 0.00], [-0.08, -0.01, 0.01], [-0.04, 0.04, 0.01], [0.00, -0.02, 0.00], [0.01, 0.03, 0.01], [0.00, -0.01, 0.00], [-0.02, 0.00, 0.02], [0.03, 0.00, 0.00], [0.00, 0.01, 0.00], [0.00, 0.00, 0.00], [0.01, 0.00, 0.00], [0.00, -0.01, 0.01], [-0.01, 0.00, 0.00], [0.00, 0.00, 0.00], [0.00, 0.00, 0.00], [-0.01, 0.00, -0.02], [0.00, 0.00, 0.00], [0.00, 0.01, 0.00], [0.00, 0.00, 0.00], [0.00, -0.01, 0.00], [0.00, 0.00, 0.00], [0.00, 0.00, -0.01], [0.01, 0.00, 0.00], [0.01, 0.00, -0.01], [-0.01, 0.00, 0.00], [0.00, 0.00, 0.01], [-0.02, -0.03, -0.01], [-0.02, 0.04, 0.06], [0.08, -0.07, -0.25], [0.00, 0.00, -0.01], [0.00, 0.00, 0.00], [0.01, -0.01, 0.00]],
  "nbo_charge": [1.36, 0.30, -0.12, -0.24, -0.20, -0.15, -0.08, -0.13, -0.21, -0.19, -0.42, -0.02, 0.24, 0.23, 0.23, 0.23, 0.23, 0.23, -0.63, -0.21, -0.33, 0.19, -0.35, 0.80, -0.58, -0.76, 0.58, -0.71, -0.17, -0.19, 0.34, -0.31, 0.21, -0.31, 0.27, -0.48, -0.24, -0.22, -0.49, -0.24, -0.23, 0.24, 0.23, 0.21, 0.23, 0.21, 0.26, 0.27, 0.22, 0.21, 0.25, 0.24, 0.23, 0.45, 0.44, 0.23, 0.25, 0.23, 0.23, -0.74, 0.54, -0.48, 0.28, 0.29, 0.29],
  "e_lumo_ev": [-5.219, -5.255],
  "e_tot_ha": -2869.06889,
  "charge": 2,
  "de_lowest_ev": 0.127,
  "multiplicity": 3
}

{
  "formula": "C28H27IN9O2Ti",
  "method": "ωB97M-V/def2-TZVPD",
  "species": ["Ti", "N", "N", "N", "C", "N", "N", "H", "H", "H", "N", "C", "C", "C", "N", "C", "N", "I", "C", "C", "C", "C", "C", "C", "C", "O", "O", "H", "H", "H", "H", "C", "N", "C", "C", "C", "C", "C", "C", "C", "C", "H", "H", "H", "H", "H", "H", "H", "H", "H", "H", "H", "H", "H", "C", "C", "C", "C", "C", "C", "C", "H", "H", "H", "H", "H", "H", "H"],
  "xyz": [[-0.08528, -0.63220, 0.02539], [0.02305, 0.19799, 3.28361], [-0.66069, 0.64964, 2.11319], [-1.52203, 1.73668, 2.35485], [-1.10754, 2.62582, 1.48692], [-0.07041, 2.29643, 0.72064], [0.24866, 1.03275, 1.11531], [-0.72167, -0.07482, 3.91881], [0.47761, 1.01233, 3.69994], [-1.58266, 3.59297, 1.40321], [-1.72761, 0.28747, -0.84250], [-2.51644, 0.78215, -1.53754], [-3.39460, 1.37042, -2.42491], [-4.78302, 1.35633, -2.18731], [-5.92301, 1.33782, -2.00446], [-2.85847, 2.00487, -3.56281], [-2.40280, 2.53770, -4.48166], [3.01006, -8.22602, 1.36089], [2.89028, -6.14255, 1.18958], [1.85007, -5.57630, 0.46672], [1.77086, -4.19803, 0.36139], [2.73035, -3.38971, 0.96562], [3.77867, -3.97842, 1.67555], [3.85733, -5.35408, 1.79966], [2.69428, -1.89605, 0.82691], [3.73505, -1.23981, 0.98428], [1.56612, -1.38748, 0.51723], [1.10504, -6.20092, -0.00620], [0.96402, -3.74197, -0.19423], [4.52672, -3.33884, 2.12296], [4.66265, -5.81001, 2.35939], [3.58370, 2.66183, -2.82332], [3.00953, 1.80594, -1.75940], [3.80525, 0.56533, -1.54264], [1.51196, 1.52095, -1.92888], [1.15968, 0.31070, -2.73538], [1.38611, 0.30097, -4.11439], [1.00903, -0.78614, -4.87936], [0.36783, -1.85101, -4.25935], [0.11565, -1.81161, -2.89755], [0.50875, -0.74348, -2.07662], [4.58895, 2.96253, -2.53388], [2.95047, 3.53567, -2.95766], [3.62374, 2.08749, -3.74368], [3.04824, 2.33233, -0.88744], [3.61141, -0.11014, -2.37055], [3.49593, 0.10592, -0.59554], [4.85734, 0.83868, -1.50300], [1.07173, 2.44227, -2.31494], [1.17308, 1.42921, -0.90395], [1.80930, 1.16583, -4.61563], [1.17142, -0.78482, -5.94938], [0.04517, -2.70236, -4.84705], [-0.41469, -2.65025, -2.45507], [-1.30504, -2.36194, 0.54198], [-2.60773, -2.05232, 1.17090], [-2.72647, -1.93910, 2.56187], [-3.92467, -1.58185, 3.15570], [-5.04579, -1.32223, 2.37867], [-4.95210, -1.44051, 0.99853], [-3.75543, -1.80930, 0.40743], [-1.45912, -2.92269, -0.39067], [-0.69143, -2.96290, 1.22056], [-1.85016, -2.12539, 3.17629], [-3.98183, -1.49161, 4.23470], [-5.97674, -1.02013, 2.84083], [-5.81150, -1.22853, 0.37435], [-3.69585, -1.88657, -0.67291]],
  "atomic_forces_ev_per_a": [[-0.58, 1.12, 1.45], [0.07, -0.06, 0.11], [0.15, -1.14, -0.13], [-0.48, 0.13, 0.10], [0.11, 0.04, -0.20], [0.11, 1.23, -0.18], [0.15, -1.31, -0.87], [0.01, -0.02, -0.03], [-0.04, 0.11, 0.07], [0.01, 0.00, 0.00], [-0.69, 0.40, -0.47], [0.44, -0.26, 0.34], [0.01, 0.00, 0.06], [-0.31, -0.05, 0.06], [0.04, 0.01, -0.01], [0.13, 0.20, -0.21], [0.01, -0.05, 0.01], [0.00, 0.04, 0.00], [-0.03, 0.03, -0.02], [0.07, -0.18, 0.04], [0.14, 0.25, 0.13], [0.18, -0.29, 0.12], [-0.23, 0.13, -0.16], [-0.03, -0.10, -0.03], [1.09, 0.51, 0.20], [-0.74, -0.54, -0.14], [0.59, -0.50, -0.08], [0.00, -0.01, 0.00], [-0.03, 0.03, 0.00], [-0.01, 0.03, 0.00], [-0.01, 0.00, 0.00], [-0.05, -0.06, -0.03], [-0.05, 0.05, 0.01], [-0.12, -0.07, 0.24], [-0.01, 0.15, 0.13], [-0.05, -0.02, -0.07], [-0.04, 0.06, -0.03], [-0.04, -0.01, -0.01], [0.03, -0.02, -0.03], [0.04, -0.12, 0.16], [0.12, -0.07, -0.32], [-0.02, -0.01, 0.00], [0.02, -0.01, 0.00], [0.00, -0.01, -0.03], [-0.01, 0.05, 0.03], [0.03, -0.01, -0.02], [0.12, 0.05, -0.21], [0.02, -0.02, 0.05], [0.07, -0.02, -0.03], [-0.18, 0.06, 0.01], [0.02, 0.03, 0.04], [0.01, -0.01, -0.01], [-0.01, -0.01, 0.00], [-0.01, 0.01, -0.02], [0.01, 0.21, -0.03], [-0.18, 0.05, 0.12], [0.03, -0.04, -0.10], [-0.01, 0.02, 0.03], [-0.01, 0.00, -0.02], [-0.06, 0.01, 0.05], [0.12, -0.02, 0.05], [0.09, 0.03, -0.01], [0.05, 0.04, -0.05], [-0.03, 0.01, -0.03], [0.00, 0.00, -0.01], [-0.01, 0.00, 0.00], [-0.01, 0.00, 0.00], [0.01, -0.01, -0.01]],
  "nbo_charge": [1.64, -0.64, -0.04, -0.44, 0.16, -0.50, -0.38, 0.35, 0.33, 0.18, -0.60, 0.61, -0.62, 0.32, -0.39, 0.32, -0.41, 0.11, -0.14, -0.26, -0.10, -0.17, -0.15, -0.26, 0.81, -0.67, -0.77, 0.22, 0.22, 0.24, 0.22, -0.41, -0.34, -0.44, -0.23, -0.13, -0.21, -0.23, -0.20, -0.21, -0.38, 0.21, 0.23, 0.23, 0.43, 0.23, 0.29, 0.20, 0.23, 0.27, 0.19, 0.21, 0.21, 0.20, -0.86, 0.00, -0.22, -0.21, -0.25, -0.22, -0.18, 0.19, 0.22, 0.20, 0.20, 0.20, 0.21, 0.19],
  "e_lumo_ev": 1.813,
  "e_tot_ha": -2873.57721,
  "charge": -1,
  "de_lowest_ev": 2.467
}